# 1
This record from the Open Molecules 2025 dataset describes a molecular structure, C28H53BiO2PSe2Si2. The level of theory is wB97M-V/def2-TZVPD.

Values from the calculation:
E_LUMO	-3.8	eV
gap between HOMO and LUMO	7.24	eV
HOMO	-11.07	eV
total charge	+1

Each line ends with the Mulliken charge.
Atoms and positions in Å:
Bi -0.089 0.234 0.536  0.916
Se -0.799 2.690 -1.015  -0.287
Se -2.421 1.267 1.940  -0.489
P -2.435 2.830 0.494  0.848
Si -1.491 -1.280 -2.581  0.115
Si 1.524 1.203 3.202  0.603
O 2.315 -5.477 -0.570  -0.337
O 2.539 -0.609 -0.699  -0.717
C -0.982 4.951 1.659  -0.194
C -2.854 -0.020 -2.732  -0.623
C -3.284 6.377 2.396  -0.519
C -5.374 4.056 -2.034  -0.672
C -4.151 3.907 -1.398  -0.311
C -1.161 -1.930 -4.382  -1.233
C -3.413 5.159 1.728  -0.621
C 0.643 2.562 4.130  -0.890
C -6.460 3.202 -1.715  -0.505
C 1.900 -5.528 1.814  -1.196
C -6.249 2.151 -0.780  -0.711
C 2.957 -1.366 0.465  0.844
C -2.071 -2.792 -1.640  -0.841
C 3.533 -0.553 -1.994  -0.498
C 2.787 -6.510 -2.662  -1.405
C -3.985 2.924 -0.418  0.666
C 0.299 -0.696 -2.044  -0.379
C 1.290 -5.370 0.421  0.174
C 3.339 1.141 3.740  -1.213
C -2.028 6.904 2.722  -0.594
C 4.130 -2.332 0.233  -1.660
C -0.883 6.157 2.364  -0.615
C 0.792 -0.478 3.706  -1.053
C -5.004 1.986 -0.148  -0.608
C 1.866 -5.611 -1.898  0.052
C 4.551 0.565 -1.866  -1.067
C -2.256 4.468 1.306  0.687
C 1.409 1.557 1.350  -0.156
H 3.963 1.495 -1.721  0.265
H -2.429 0.991 -2.865  0.193
H 2.851 -0.538 -2.835  0.487
H 2.728 -7.496 -2.205  0.314
H 3.228 -0.650 1.264  -0.191
H -2.766 -2.457 -0.855  0.334
H 4.438 -2.806 1.184  0.411
H -3.521 -0.291 -3.580  0.444
H -7.069 1.478 -0.545  0.413
H 5.048 -1.819 -0.056  0.407
H -1.922 7.862 3.239  0.393
H -4.402 4.760 1.473  0.382
H -5.540 4.873 -2.742  0.398
H -0.546 -1.224 -4.969  0.347
H 0.509 -6.128 0.226  0.466
H 0.745 -1.692 -2.434  0.057
H -4.848 1.186 0.578  0.352
H 0.840 -5.960 -1.930  0.454
H 0.649 2.372 5.209  0.394
H -3.435 -0.015 -1.794  0.069
H -2.600 -3.477 -2.332  0.360
H 3.443 1.199 4.840  0.327
H 0.114 6.547 2.613  0.393
H 1.590 -1.236 3.813  0.290
H 2.365 1.322 0.856  0.287
H 1.860 -4.654 -2.409  0.029
H -2.098 -2.063 -4.955  0.356
H 2.517 -6.447 1.807  0.315
H 3.845 0.217 3.423  0.306
H 1.140 3.527 3.958  0.256
H 1.134 -5.658 2.593  0.393
H -1.253 -3.356 -1.143  0.095
H 3.916 -3.157 -0.447  0.357
H -4.179 6.953 2.648  0.380
H 5.211 0.637 -2.762  0.417
H 3.904 1.979 3.306  0.361
H -0.072 4.410 1.324  0.117
H 2.552 -4.683 2.115  0.170
H 0.799 -4.378 0.419  -0.118
H 2.076 -1.925 0.816  -0.009
H 3.987 -1.560 -1.997  0.407
H 5.178 0.295 -0.982  0.213
H 1.155 -0.632 -1.234  0.037
H -0.402 2.657 3.799  0.190
H -3.305 4.569 -1.657  0.346
H 0.551 0.197 -2.607  0.500
H 0.051 -0.880 2.989  0.313
H -0.674 -2.924 -4.426  0.298
H 1.125 2.605 1.119  0.211
H -7.437 3.351 -2.157  0.415
H 3.808 -6.131 -2.612  0.299
H 0.265 -0.363 4.673  0.371
H 2.432 -6.623 -3.668  0.419

***

# 2
This record from the Open Molecules 2025 dataset describes 2 unconnected molecules or ions with the total composition C6H9BOS. The level of theory is wB97M-V/def2-TZVPD.

Values from the calculation:
E_LUMO (alpha / beta)	-0.9 / -0.9	eV
gap between HOMO and LUMO (alpha / beta)	7.58 / 7.58	eV
HOMO (alpha / beta)	-8.45 / -8.45	eV

Each line ends with the natural charge from an NBO analysis.
Atoms and positions in Å:
S -1.142 -2.276 0.394  0.629
O 0.609 -2.366 -2.306  -1.030
C -2.203 -1.830 1.619  -0.380
C -1.179 0.164 1.175  -0.113
C 1.603 0.696 -1.144  -0.897
C -0.434 -0.659 0.328  -0.832
C 1.768 2.050 -0.419  -0.582
C -2.209 -0.496 1.871  -0.282
B 0.580 -0.382 -0.655  1.203
H -2.818 0.118 2.531  0.232
H 2.346 2.649 -1.062  0.219
H -1.104 1.209 1.350  0.225
H -2.859 -2.434 2.146  0.241
H 1.557 0.892 -2.358  0.273
H 2.323 1.887 0.620  0.207
H 0.710 2.327 -0.316  0.202
H 2.585 0.369 -1.091  0.269
H -0.131 -1.918 -2.684  0.414

***

# 3
This record from the Open Molecules 2025 dataset describes C6H9FO in the gas phase. The level of theory is wB97M-V/def2-TZVPD.

Values from the calculation:
E_LUMO	1.0	eV
SMILES	C=COC(=C)CCF
gap between HOMO and LUMO	10.45	eV
HOMO	-9.50	eV

Each line ends with the natural charge from an NBO analysis.
Atoms and positions in Å:
F -0.393 0.386 -2.866  -0.375
O 0.417 -0.982 1.383  -0.529
C 1.809 1.022 1.543  -0.496
C -0.609 -0.383 0.623  0.287
C -0.138 -0.574 -0.792  -0.484
C 1.636 -0.289 1.339  0.069
C -1.773 0.032 0.998  -0.467
C -0.891 0.487 -1.597  0.037
H -2.265 0.356 2.102  0.233
H -0.689 1.560 -1.401  0.185
H 3.076 1.347 1.433  0.225
H -0.332 -1.787 -1.048  0.241
H 1.014 1.977 1.616  0.249
H 1.030 -0.434 -0.670  0.242
H 2.452 -1.073 1.373  0.213
H -2.392 0.493 0.224  0.204
H -1.906 0.179 -1.587  0.166